ORCA calculation (ωB97M-V with the def2-TZVPD basis set) on the molecule CH2ClNO2S2 at a distorted geometry.

Element x y z (Å)
C 2.469 1.193 -0.375
N 0.547 -0.519 -0.723
O -0.287 -0.328 1.751
O 2.025 0.662 0.813
S 1.952 2.553 -1.043
S 0.416 0.202 0.584
Cl 3.772 0.351 -1.171
H -0.218 -0.987 -0.928
H 0.020 1.395 0.415

Summary:
HOMO-LUMO gap: 0.325 Eh
DFT total energy: -40843.83952 eV
F_max: 0.11239 hartree/bohr
ΔE to the lowest compared entry with this formula, charge and spin: 2.805 eV
SMILES: N=[S@@H](=O)OC(=S)Cl